{"formula": "C15H34NO2P2SiW", "method": "ωB97M-V/def2-TZVPD", "species": ["W", "P", "C", "C", "N", "C", "C", "C", "C", "C", "P", "H", "H", "H", "H", "H", "H", "H", "H", "O", "H", "H", "O", "H", "C", "H", "H", "H", "C", "H", "H", "H", "C", "H", "H", "H", "C", "H", "H", "H", "C", "Si", "C", "C", "C", "H", "H", "H", "H", "H", "H", "H", "H", "H", "H", "H"], "coordinates": [[0.046, -0.265, 0.103], [1.410, 1.476, 0.879], [1.650, 2.345, -0.644], [1.458, 1.675, -1.851], [0.654, 0.520, -1.774], [0.164, -0.067, -2.905], [0.646, 0.291, -4.153], [1.528, 1.349, -4.267], [1.905, 2.046, -3.147], [-0.829, -1.168, -2.645], [-1.829, -0.926, -1.127], [2.553, 2.914, -3.199], [0.287, -0.272, -5.014], [1.922, 1.621, -5.248], [-1.592, -1.212, -3.442], [-0.331, -2.155, -2.640], [0.015, 4.399, -1.101], [2.209, 3.285, -0.626], [-2.397, 3.804, -0.234], [-0.862, 4.790, -0.930], [-0.741, 5.718, -1.196], [-1.073, 0.160, 1.300], [-2.952, 3.348, 0.437], [-3.301, 2.558, -0.005], [-3.246, 0.093, -1.683], [-3.762, -0.416, -2.514], [-3.930, 0.173, -0.826], [-2.901, 1.083, -2.012], [-2.622, -2.564, -0.915], [-3.321, -2.471, -0.073], [-3.180, -2.821, -1.828], [-1.864, -3.331, -0.715], [3.073, 0.948, 1.461], [3.642, 1.880, 1.579], [3.023, 0.432, 2.430], [3.558, 0.292, 0.725], [0.930, 2.712, 2.130], [0.882, 2.233, 3.119], [1.717, 3.481, 2.127], [-0.042, 3.149, 1.863], [-1.350, -3.081, 2.281], [0.390, -2.321, 2.217], [0.574, -1.067, 3.644], [1.583, -3.736, 2.672], [1.050, -1.974, 0.450], [-1.497, -3.517, 3.284], [-1.454, -3.910, 1.566], [-2.187, -2.391, 2.106], [0.309, -1.616, 4.566], [1.607, -0.719, 3.783], [-0.065, -0.176, 3.619], [1.554, -4.515, 1.899], [2.618, -3.379, 2.737], [1.317, -4.196, 3.632], [2.125, -1.720, 0.393], [0.927, -2.790, -0.288]], "lumo_energy_ev": [-12.29, -12.39], "charge": 3, "orbital_gap_ev": [6.23, 6.13], "multiplicity": 3, "fmax_ev_per_a": 4.37, "homo_energy_ha": [-0.681, -0.681], "total_energy_ha": -1835.36452}